Version one
Formula: C5H8OS
Source: the Open Molecules 2025 dataset
Level of theory: ωB97M-V with the def2-TZVPD basis set

Values from the calculation:
Orbital gap in eV: 8.9
SMILES string: C#CC=C.CSO
E_LUMO in Eh: 0.020

CARTESIAN COORDINATES (ANGSTROEM)
C  -0.74873  -1.04709  0.07000
C  -0.45850  -0.99305  1.24730
C  -1.10375  -0.68982  3.57758
C  0.47985  1.23687  -3.31031
C  -0.22194  -0.71215  2.60204
O  1.63857  0.68032  -0.93516
S  0.93384  -0.04580  -2.16759
H  -0.65868  -1.33059  -0.91887
H  -2.11931  -1.09958  3.46636
H  -0.89128  -0.41660  4.54877
H  0.90028  0.72348  -0.27159
H  -0.56953  1.23881  -3.72327
H  1.24935  1.03162  -4.18453
H  0.75164  2.25092  -2.85751
H  0.81818  -0.82735  2.85677

Version two
Formula: C5H8OS
Source: the Open Molecules 2025 dataset
Level of theory: ωB97M-V with the def2-TZVPD basis set

Values from the calculation:
Orbital gap (spin up / spin down) in eV: 8.4 / 8.4
E_LUMO (spin up / spin down) in Eh: 0.002 / 0.002

CARTESIAN COORDINATES (ANGSTROEM)
C  0.26573  -1.85996  0.04798
C  0.73263  -1.30836  -1.03893
C  -0.77036  -1.15361  1.04705
C  -0.09185  0.99920  -0.61208
C  0.95774  1.83688  0.03762
O  -2.48603  0.17126  -0.56872
S  -1.42211  0.45199  0.40721
H  0.53206  -2.81023  0.35248
H  1.31824  -1.39292  -2.03337
H  -1.67034  -1.68016  1.26990
H  -0.24342  -0.77836  1.88046
H  -0.56618  1.41813  -1.53712
H  0.94123  1.56094  1.07272
H  0.71527  2.88190  0.16321
H  1.78739  1.66330  -0.48842

Energetically preferred structure: version one | next structure: +0.0412 hartree

Version one
Formula: C3H3NS2
Source: the Open Molecules 2025 dataset
Level of theory: ωB97M-V with the def2-TZVPD basis set

Values from the calculation:
Orbital gap in eV: 8.5
SMILES string: N#CCSC=S
E_LUMO in Eh: -0.024

CARTESIAN COORDINATES (ANGSTROEM)
C  -1.71828  0.27563  -0.48135
C  0.94740  0.30417  0.53928
C  1.83436  -0.76053  -0.09470
H  -2.34347  0.95758  -1.01665
H  1.51270  1.20770  1.22627
H  0.12144  -0.21452  1.16732
N  2.21124  -1.61902  -0.79245
S  -2.21957  -1.28163  -0.07447
S  -0.34582  1.13063  -0.47324

Version two
Formula: C3H3NS2
Source: the Open Molecules 2025 dataset
Level of theory: ωB97M-V with the def2-TZVPD basis set

Values from the calculation:
Orbital gap (spin up / spin down) in eV: 5.8 / 5.4
E_LUMO (spin up / spin down) in Eh: -0.122 / -0.128

CARTESIAN COORDINATES (ANGSTROEM)
C  1.33176  -1.10420  0.21039
C  0.53552  -0.26885  -0.56001
C  -0.84781  0.33750  -0.54221
N  1.96608  -1.89976  0.79821
S  2.49807  1.15458  -0.94078
S  -1.42728  1.03177  1.10064
H  -1.53367  -0.49519  -0.87485
H  -1.11058  1.32049  -0.97920
H  -1.41210  -0.07634  1.78781

Energetically preferred structure: version one | next structure: +0.1582 hartree